ORCA calculation (wB97M-V/def2-TZVPD) on C19H29FMgN5S2Si as an isolated structure.

Each line ends with the natural charge from an NBO analysis.
Positions of all 58 atoms, in Å:
N1 3.15868 0.45404 1.78137  -0.571
H1 4.78539 1.57385 2.50025  0.207
N2 -0.05301 -1.81459 -1.51732  -1.369
H2 -3.17718 -3.33430 -3.34156  0.242
C1 2.62366 -3.72739 -3.30198  -0.182
H3 -1.33693 -4.05470 0.41757  0.239
C2 4.39123 1.20993 1.54968  -0.222
C3 -3.16317 2.53967 2.65351  -0.322
C4 -1.86672 3.05323 2.54373  0.365
C5 4.09520 2.36424 0.60912  -0.426
C6 -1.20077 3.73447 3.69083  -0.664
H4 -1.88237 3.90169 4.52100  0.235
H5 -2.16948 -1.99680 -3.91531  0.242
C7 3.50956 -1.65461 -2.50407  -0.284
C8 -1.66625 2.30692 0.37357  0.331
H6 4.30342 -0.92817 -2.38356  0.229
C9 -1.60562 -4.22637 -0.62762  -1.139
C10 -5.04191 1.25077 1.52981  -0.667
H7 -3.72947 2.63987 3.56728  0.249
C11 1.37827 -3.42912 -2.77026  -0.254
H8 4.66229 -3.09511 -3.60328  0.226
H9 -0.78000 4.68422 3.36180  0.253
H10 -2.82733 -0.51170 -1.41420  0.219
S1 0.56249 -0.06123 1.91054  -0.473
H11 4.97153 3.00251 0.51536  0.242
Si1 -1.56663 -2.63445 -1.60100  1.817
H12 3.84844 1.97714 -0.38150  0.222
C12 1.13474 -2.22714 -2.08056  0.106
H13 0.56527 -4.13671 -2.88681  0.214
H14 5.12469 0.53163 1.12001  0.228
H15 -0.37312 3.10837 4.03357  0.255
H16 -4.94271 0.17996 1.34069  0.256
N3 1.80162 2.26413 1.42023  -0.595
N4 -1.14985 2.93875 1.42334  -0.528
C13 1.94102 0.97429 1.68270  0.367
H17 2.58630 3.90535 0.42686  0.230
H18 -5.56868 1.39494 2.46869  0.251
C14 2.26440 -1.40935 -1.99522  0.362
H19 -2.42317 -1.12986 0.22367  0.209
C15 -2.75631 -1.40808 -0.78644  -1.147
H20 -3.75883 -1.83476 -0.68963  0.251
C16 3.69723 -2.85407 -3.17983  -0.245
H21 -3.26575 1.29410 -0.33948  0.452
H22 2.75696 -4.66527 -3.82596  0.223
C17 2.92390 3.16473 1.14937  -0.222
H23 3.20501 3.68914 2.06473  0.204
F1 2.06706 -0.18339 -1.29975  -0.441
H24 -5.63666 1.68108 0.72146  0.254
Mg1 0.15437 -0.13815 -0.51920  1.681
H25 -2.60254 -4.67701 -0.65302  0.241
S2 -0.80801 2.07061 -1.09565  -0.405
H26 0.85265 2.62305 1.37347  0.458
C18 -3.69452 1.88546 1.57760  0.334
H27 -1.52703 -3.63843 -3.88180  0.245
C19 -2.16072 -2.92828 -3.34453  -1.139
H28 -0.90362 -4.96160 -1.02943  0.244
N5 -2.92593 1.79853 0.46873  -0.521
H29 3.19889 -0.53607 1.94840  0.432

The value obtained for the molar mass is 463.00 g/mol. The spin multiplicity is 1. For the HOMO energy, the calculation gives -9.768 eV. The total charge is +1. The calculation puts the maximum force at 0.227 eV/Å. For the total energy, the calculation gives -65335.440 eV. The relative energy (zero: lowest compared OMol25 entry of this formula, charge and spin) comes out at 0.00 kJ/mol. The value obtained for the lowest unoccupied orbital energy is -3.41 eV.

ORCA calculation (wB97M-V/def2-TZVPD) on one molecule with the formula C5H11N3.

Each line ends with the natural charge from an NBO analysis.
Positions of all 19 atoms, in Å:
H1 -2.32301 0.99079 -1.27023  0.212
H2 2.87393 -1.03180 -0.83756  0.238
H3 -0.40628 1.88837 -0.52294  0.211
H4 -0.93276 -1.24896 1.43764  0.348
C1 -2.11999 0.57993 -0.27474  -0.442
H5 -0.88214 1.70254 1.21237  0.202
N1 -0.64485 -1.09450 0.51446  -0.442
H6 1.53401 2.06126 0.01748  0.325
H7 -2.99438 0.72362 0.31943  0.212
H8 -1.28960 -1.08434 -1.44321  0.191
C2 1.36890 0.13578 -0.03584  0.452
C3 -0.78752 1.25015 0.23443  -0.243
H9 -2.58053 -1.69103 -0.31157  0.216
H10 2.55242 -1.32275 0.75785  0.233
N2 0.07787 0.07483 0.48140  -0.296
H11 1.47457 -1.96928 -0.45702  0.230
C4 -1.73863 -0.90828 -0.42756  -0.236
N3 2.04515 1.22438 -0.22950  -0.733
C5 2.04833 -1.13281 -0.20742  -0.677

The value obtained for the molar mass is 113.16 g/mol. The spin multiplicity is 1. For the HOMO energy, the calculation gives -8.579 eV. Its SMILES is [H]/N=C(/C)N1CCCN1. The calculation puts the maximum force at 2.831 eV/Å. For the total energy, the calculation gives -9832.184 eV. The relative energy (zero: lowest compared OMol25 entry of this formula, charge and spin) comes out at 166.16 kJ/mol. The value obtained for the lowest unoccupied orbital energy is 0.90 eV.

ORCA calculation (wB97M-V/def2-TZVPD) on C29H28ClCoN8 as an isolated structure.

Each line ends with the natural charge from an NBO analysis.
Positions of all 67 atoms, in Å:
H1 1.81014 -0.63224 4.45837  0.286
N1 -0.56851 -2.38506 -0.07818  -0.457
N2 -0.32079 -0.52336 -1.76297  -0.132
C1 2.07557 1.94960 -4.01572  -0.107
C2 -3.52202 0.09573 -1.91184  -0.679
H2 0.70225 0.71067 4.77960  0.286
H3 -1.21563 -0.93620 4.93664  0.221
C3 -3.40778 -0.38261 -0.51325  0.399
H4 -2.30265 1.91891 -0.71300  0.216
N3 1.69832 0.32846 -0.68135  -0.527
C4 2.82163 0.32786 0.08944  0.190
C5 -0.46718 4.74695 -0.66433  -0.147
C6 4.17294 -0.95425 1.64887  -0.189
C7 0.62921 4.20742 -0.01350  -0.214
C8 -4.11832 -1.20372 1.39583  -0.053
H5 -2.55944 0.39146 -2.31449  0.238
C9 -1.00334 -2.60352 -1.36370  0.292
C10 -1.59017 -3.83014 -1.75332  -0.191
H6 -0.49354 5.78544 -0.95309  0.257
H7 3.58346 2.30536 -0.32903  0.213
H8 -3.94055 -0.69019 -2.53894  0.255
C11 -2.80373 -0.88139 1.49455  -0.098
C12 0.62258 2.86386 0.32762  0.043
C13 0.77678 -0.29089 4.34521  -0.550
H9 -0.07728 -2.26741 4.66805  0.218
H10 -0.42729 -3.14074 1.82728  0.214
H11 1.47898 4.82601 0.22988  0.250
H12 4.33172 -1.86169 2.21192  0.226
H13 -1.54708 -5.27559 1.28976  0.253
N4 -2.35825 -0.37807 0.29891  -0.536
H14 0.04869 -1.26889 6.11474  0.254
C14 0.97758 1.37008 -4.64179  -0.219
H15 2.69993 2.62736 -4.57715  0.242
C15 -1.38638 -4.54160 0.51826  -0.224
C16 0.15228 0.50147 -3.93688  -0.176
N5 -0.39241 2.05088 0.03464  -0.444
N6 -4.48239 -0.88621 0.12383  -0.489
H16 -2.20985 -5.75141 -1.06468  0.254
H17 0.77939 1.56788 -5.68435  0.245
H18 -0.67029 -0.01100 -4.40918  0.243
H19 -5.40425 -1.00198 -0.27076  0.446
C17 0.40862 0.29636 -2.59254  0.102
H20 5.99698 -0.03282 2.30313  0.235
C18 5.10999 0.07377 1.69774  -0.204
H21 -4.20816 0.94311 -1.95355  0.257
N7 0.24027 -0.20072 1.83147  -0.471
Co1 -0.15143 -0.27419 0.02432  1.179
C19 0.49701 -0.21536 2.95447  0.552
H22 -1.86345 -3.96088 -2.78913  0.259
C20 3.04797 -0.82930 0.86896  -0.262
H23 -4.79556 -1.61999 2.10833  0.248
C21 -1.46444 2.57140 -0.54589  0.022
Cl1 -2.98295 4.49672 -1.64985  0.078
C22 -1.78091 -4.79726 -0.80100  -0.124
H24 5.59769 2.04661 1.02347  0.234
C23 2.40907 1.65164 -2.70295  -0.273
C24 4.88784 1.23496 0.96539  -0.184
H25 -2.16655 -0.96635 2.34656  0.218
H26 3.34618 2.01389 -2.31469  0.243
C25 1.56250 0.83112 -1.94241  0.190
N8 -0.83002 -1.62403 -2.23020  -0.191
H27 2.33039 -1.63669 0.79422  0.204
C26 -0.76968 -3.33819 0.81958  0.078
C27 3.76672 1.37173 0.17451  -0.268
H28 1.45582 2.43078 0.86152  0.222
C28 -1.55248 3.91306 -0.90786  -0.069
C29 -0.18376 -1.25666 5.05449  -0.584

The value obtained for the molar mass is 582.99 g/mol. The spin multiplicity is 1. For the HOMO energy (spin up / spin down), the calculation gives -12.635 / -12.437 eV. The total charge is +2. The calculation puts the maximum force at 3.888 eV/Å. For the total energy, the calculation gives -92582.838 eV. The relative energy (zero: lowest compared OMol25 entry of this formula, charge and spin) comes out at 151.77 kJ/mol. The value obtained for the lowest unoccupied orbital energy (spin up / spin down) is -7.60 / -7.69 eV.

ORCA calculation (wB97M-V/def2-TZVPD) on a 2-piece molecular cluster, C3H4ClFO overall.

Each line ends with the natural charge from an NBO analysis.
Positions of all 10 atoms, in Å:
H1 1.13529 1.19647 -0.94821  0.201
C1 -0.54482 0.46054 -0.05703  0.345
Cl1 -3.04087 -0.33089 -0.04199  -0.033
H2 2.29815 -1.00598 0.85014  0.452
O1 1.39006 -0.92057 -0.18622  -0.688
C2 -1.29305 -0.63642 -0.22007  -0.288
C3 0.93554 0.54451 -0.09203  -0.123
H3 -0.97032 -1.72344 -0.02408  0.262
F1 -1.24306 1.60653 -0.06241  -0.317
H4 1.33308 0.80924 0.78190  0.189

The value obtained for the molar mass is 110.52 g/mol. The spin multiplicity is 1. For the HOMO energy, the calculation gives -9.371 eV. The calculation puts the maximum force at 6.235 eV/Å. For the total energy, the calculation gives -20459.253 eV. The relative energy (zero: lowest compared OMol25 entry of this formula, charge and spin) comes out at 334.19 kJ/mol. The value obtained for the lowest unoccupied orbital energy is -0.46 eV.